(1)
{
  "formula": "C19H14F5N3PdS6Se2",
  "method": "ωB97M-V/def2-TZVPD",
  "elements": ["Pd", "Se", "Se", "C", "C", "C", "C", "C", "N", "C", "C", "C", "C", "C", "N", "H", "H", "H", "H", "H", "H", "H", "H", "F", "C", "F", "C", "F", "F", "F", "C", "S", "C", "C", "S", "S", "C", "S", "S", "H", "H", "H", "S", "C", "C", "N", "C", "H", "H", "H"],
  "xyz": [[-0.7661, -0.2319, -1.3063], [1.0063, 1.4173, 4.5546], [-2.4180, 0.0502, 0.4903], [-3.1039, 1.7595, 0.0856], [-3.7605, 2.4679, 1.1142], [-4.2670, 3.7194, 0.8610], [-4.1254, 4.2644, -0.4155], [-3.4795, 3.4957, -1.3627], [-2.9852, 2.2775, -1.1405], [1.0629, -0.2939, 3.7606], [0.8681, -1.4670, 4.5236], [0.9052, -2.7021, 3.9176], [1.1347, -2.7901, 2.5442], [1.3107, -1.5993, 1.8655], [1.2868, -0.3985, 2.4390], [-3.8353, 2.0186, 2.0954], [-4.7596, 4.2779, 1.6492], [-4.4982, 5.2497, -0.6635], [-3.3422, 3.8784, -2.3714], [0.6825, -1.3660, 5.5843], [0.7490, -3.5993, 4.5085], [1.1553, -3.7355, 2.0181], [1.4717, -1.5945, 0.7900], [-1.6275, -1.8389, -3.4973], [-1.8161, -1.7512, -2.1277], [-3.1796, -1.6239, -2.0119], [-1.4907, -3.1745, -1.5912], [-2.5414, -4.0198, -1.6768], [-1.1191, -3.1527, -0.3018], [-0.4937, -3.7451, -2.2848], [2.3716, -3.6376, -0.9657], [3.2974, -3.1161, -2.4269], [3.4851, -1.4126, -2.0521], [2.5394, -0.4468, -2.1689], [0.9629, -0.6750, -2.8891], [3.1133, 1.1480, -1.7040], [4.7575, 0.7642, -1.3590], [5.8880, 1.8751, -0.8907], [5.0662, -0.9196, -1.4922], [2.1496, -4.6977, -1.0864], [1.4380, -3.0852, -0.9156], [2.9555, -3.4831, -0.0602], [0.9992, 3.5213, 0.7676], [0.6925, 3.7884, -0.8979], [0.2402, 2.6503, -1.4701], [0.1457, 1.5818, -0.6083], [0.5035, 1.9034, 0.6062], [0.8534, 4.7418, -1.3715], [-0.0331, 2.5002, -2.5026], [0.5499, 1.2067, 1.4366]],
  "forces_ev_per_angstrom": [[0.0, 0.1, 0.0], [0.0, 0.0, 0.0], [0.1, -0.2, 0.0], [-0.1, 0.1, 0.0], [0.0, 0.0, 0.0], [0.0, 0.0, 0.0], [0.0, 0.0, 0.0], [0.0, 0.0, 0.0], [0.1, 0.0, 0.0], [0.0, 0.0, 0.0], [0.0, 0.0, 0.0], [0.0, 0.0, 0.0], [0.0, 0.0, 0.0], [0.0, 0.0, 0.0], [0.0, 0.0, 0.1], [0.0, 0.0, 0.0], [0.0, 0.0, 0.0], [0.0, 0.0, 0.0], [0.0, 0.0, 0.0], [0.0, 0.0, 0.0], [0.0, 0.0, 0.0], [0.0, 0.0, 0.0], [0.0, 0.0, 0.0], [0.0, 0.0, 0.0], [0.0, 0.0, 0.1], [0.0, 0.0, 0.1], [0.0, 0.0, 0.0], [0.0, 0.0, 0.0], [-0.1, 0.0, 0.0], [0.1, 0.0, 0.0], [0.0, 0.0, 0.0], [0.0, 0.0, 0.0], [0.0, 0.1, 0.0], [0.0, -0.1, -0.1], [0.1, 0.1, 0.0], [0.0, 0.0, -0.1], [-0.1, -0.1, 0.2], [0.1, 0.1, -0.1], [0.0, 0.0, -0.1], [0.0, 0.0, 0.0], [0.0, 0.0, 0.0], [0.0, 0.0, 0.0], [0.0, 0.0, 0.0], [0.0, 0.0, 0.0], [0.0, -0.1, 0.0], [-0.1, 0.0, -0.1], [0.0, 0.0, -0.1], [0.0, 0.0, 0.0], [0.0, 0.0, 0.0], [0.0, 0.0, 0.1]],
  "charge": -2,
  "e_above_lowest_ev": 0.038
}

---

(2)
{
  "formula": "C2H11BaO5",
  "method": "ωB97M-V/def2-TZVPD",
  "elements": ["Ba", "O", "H", "O", "H", "O", "H", "C", "O", "H", "H", "H", "H", "C", "O", "H", "H", "H", "H"],
  "xyz": [[0.6462, 1.8522, -0.6344], [-1.9795, 2.4980, -1.2135], [-2.7084, 2.0985, -1.6946], [-0.4541, 1.8673, 1.7357], [-0.4079, 0.9069, 1.6988], [2.6631, 2.0429, 1.0118], [3.5204, 1.6530, 0.8244], [1.7730, -1.8952, -0.1621], [1.8848, -0.6630, -0.8693], [2.6526, -2.0393, 0.4830], [0.9166, -1.9387, 0.5031], [1.7760, -2.7378, -0.8630], [2.5689, -0.8254, -1.5231], [-2.2110, -0.6791, 0.3983], [-1.4690, -0.1849, -0.6995], [-3.2071, -1.0399, 0.1264], [-1.6504, -1.5078, 0.8377], [-2.2976, 0.0945, 1.1679], [-2.0167, 0.4977, -1.1277]],
  "forces_ev_per_angstrom": [[-1.1, 0.5, 2.3], [0.7, -0.5, -0.5], [-0.3, 0.4, -0.3], [0.2, -0.1, -1.1], [0.0, -0.3, 0.5], [-0.2, 0.0, -1.0], [0.2, 0.0, 0.0], [1.0, -0.5, 0.3], [-0.2, -0.5, -0.1], [-0.1, 0.2, -0.1], [-0.3, 0.4, -0.4], [-0.4, 0.1, 0.1], [0.1, 0.3, 0.0], [0.3, 0.2, 0.6], [-0.1, -0.9, -0.4], [0.0, 0.0, -0.2], [0.0, -0.1, -0.1], [-0.1, 0.1, -0.1], [0.5, 0.8, 0.3]],
  "charge": -1
}

---

no.,HOMO (eV),molecular weight (g mol⁻¹),calculated total energy (a.u.)
1,-1.371,836.1,-8716.0319
2,-3.324,252.4,-484.4897